87
Properties=species:S:1:pos:R:3:mulliken_charge:R:1 method="wB97M-V/def2-TZVPD" de_lowest_kcal_mol=46.5 e_homo_ha=-0.6101 total_charge=+3 total_energy_ev=-186319.2851
Hf 0.609 -0.407 -0.133 0.442
C -3.123 1.188 2.223 -2.137
C -1.706 0.670 2.240 0.642
C -0.654 1.507 2.628 2.119
C -1.004 2.897 3.092 -2.604
C 0.664 1.009 2.661 0.443
C 1.846 1.851 3.059 -1.726
C 0.893 -0.374 2.455 1.610
C 2.216 -0.978 2.889 -2.709
C -0.204 -1.242 2.218 0.584
C -0.052 -2.718 2.533 -2.135
C -1.478 -0.700 1.981 1.569
C -2.631 -1.614 1.660 -2.842
H -3.260 2.007 2.923 0.539
H -3.836 0.412 2.488 0.471
H -3.404 1.561 1.231 0.224
H -1.514 2.842 4.060 0.487
H -1.696 3.388 2.405 0.526
H -0.147 3.539 3.232 0.354
H 1.595 2.888 3.239 0.382
H 2.626 1.821 2.295 0.268
H 2.289 1.467 3.980 0.457
H 2.175 -1.171 3.965 0.497
H 3.053 -0.305 2.727 0.660
H 2.419 -1.928 2.404 0.487
H 0.498 -3.285 1.791 0.318
H -1.022 -3.186 2.666 0.574
H 0.483 -2.815 3.478 0.444
H -3.140 -1.923 2.578 0.554
H -2.298 -2.515 1.152 0.504
H -3.370 -1.122 1.031 0.594
C 1.222 -8.483 -2.947 -1.504
C 1.192 -7.054 -2.487 0.919
C 1.136 -6.755 -1.117 -1.052
C 1.137 -5.453 -0.671 -0.473
C 1.201 -4.433 -1.630 0.021
C 1.254 -4.689 -3.007 -0.401
C 1.249 -6.006 -3.416 -0.968
S 1.148 -2.826 -1.111 1.871
O 1.925 -2.536 0.112 -0.651
O 1.524 -1.865 -2.150 -0.757
N -0.270 -2.292 -0.552 0.588
C -1.396 -1.972 -1.342 0.130
C -2.156 -2.832 -2.104 -0.869
C -3.297 -2.312 -2.693 -0.628
C -3.635 -0.977 -2.480 -1.206
C -2.801 -0.192 -1.715 -0.526
N -1.679 -0.674 -1.165 0.264
H 0.678 -9.135 -2.264 0.412
H 2.258 -8.835 -2.978 0.314
H 0.810 -8.592 -3.948 0.407
H 1.095 -7.564 -0.396 0.448
H 1.104 -5.229 0.390 0.392
H 1.305 -3.878 -3.724 0.514
H 1.295 -6.235 -4.474 0.434
H -1.875 -3.873 -2.205 0.682
H -3.933 -2.946 -3.298 0.514
H -4.537 -0.552 -2.901 0.525
H -3.032 0.850 -1.528 0.584
C 0.810 4.321 0.582 -1.235
Se 0.889 2.574 -0.273 0.174
C -0.877 2.660 -1.131 0.410
C -0.740 2.253 -2.583 -1.262
Se 0.428 0.694 -2.789 0.439
C 1.932 1.674 -3.510 -1.289
H -0.107 4.450 1.134 0.351
H 0.882 5.020 -0.244 0.455
H 1.677 4.413 1.229 0.351
H -1.253 3.676 -1.018 1.046
H -1.543 1.997 -0.584 -0.874
H -0.266 3.037 -3.166 0.565
H -1.695 2.016 -3.043 0.542
H 1.518 2.264 -4.322 0.510
H 2.637 0.957 -3.915 0.387
H 2.377 2.301 -2.746 0.357
C 4.546 -0.222 -2.336 -0.839
N 4.655 -0.789 -0.985 0.116
C 5.845 -1.607 -0.675 -0.967
C 3.736 -0.604 -0.100 0.190
O 2.657 0.076 -0.299 0.041
H 5.523 -0.275 -2.806 0.448
H 4.233 0.814 -2.270 0.301
H 3.829 -0.796 -2.918 0.185
H 6.739 -1.004 -0.802 0.376
H 5.879 -2.452 -1.358 0.368
H 5.791 -1.970 0.348 0.369
H 3.917 -1.043 0.873 -0.095


84
Properties=species:S:1:pos:R:3:mulliken_spin:R:1 method="wB97M-V/def2-TZVPD" de_lowest_kcal_mol=29.3 e_homo_ha="-0.1286 / -0.1403" total_charge=-1 s_squared=6.03 spin_multiplicity=5 total_energy_ev=-57611.9380
Rh -0.823 0.307 -0.256 2.585
C 0.259 2.018 3.469 -0.003
C -0.910 1.127 2.987 0.011
C -0.830 -0.400 2.961 0.014
N -0.897 -0.958 1.621 0.006
C -1.119 -2.270 1.420 0.063
C -1.138 -3.224 2.531 0.043
C -1.651 -4.473 2.598 -0.031
C -2.047 -5.391 1.588 0.086
C -1.721 -5.189 0.268 -0.040
C -1.369 -4.085 -0.392 0.066
C -1.274 -2.665 -0.018 -0.132
N -1.193 -1.750 -0.910 0.016
C -1.671 -1.948 -2.279 0.023
C -0.740 -1.378 -3.307 -0.029
C -0.584 0.135 -3.416 0.019
N 0.027 0.676 -2.240 0.064
C 1.248 1.139 -2.261 -0.009
C 2.068 1.221 -3.448 0.052
C 3.084 2.026 -3.792 -0.019
C 3.800 2.906 -3.020 0.046
C 3.658 3.121 -1.659 -0.022
C 2.768 2.599 -0.717 0.053
C 1.724 1.661 -0.941 0.028
N 1.117 1.064 0.053 0.023
C 1.710 1.241 1.456 -0.005
C 1.056 2.371 2.233 0.013
H 0.891 1.528 4.268 0.000
H -0.152 2.972 3.827 0.000
H -1.209 1.465 2.049 -0.004
H -1.673 1.233 3.731 -0.002
H -1.705 -0.757 3.582 -0.002
H 0.041 -0.794 3.496 -0.003
H -0.838 -2.812 3.486 0.012
H -1.756 -4.832 3.624 -0.003
H -2.316 -6.371 1.969 0.008
H -1.611 -6.048 -0.379 -0.003
H -1.105 -4.174 -1.401 0.009
H -2.691 -1.538 -2.313 -0.006
H -1.953 -3.015 -2.446 0.005
H -1.206 -1.710 -4.249 -0.001
H 0.202 -1.880 -3.264 0.008
H -1.608 0.562 -3.499 0.006
H -0.128 0.359 -4.419 -0.004
H 1.802 0.651 -4.242 0.005
H 3.278 1.977 -4.864 -0.002
H 4.592 3.446 -3.607 0.004
H 4.253 3.928 -1.249 -0.003
H 2.840 2.984 0.282 0.010
H 2.785 1.302 1.363 0.006
H 1.384 0.264 1.932 0.007
H 0.428 2.951 1.526 0.004
H 1.748 3.175 2.627 -0.001
C 3.579 -2.290 2.430 0.029
Si 3.208 -3.283 0.872 -0.064
C 4.649 -4.246 0.047 0.039
C 2.108 -4.764 1.300 0.054
C 2.261 -2.236 -0.358 0.482
H 4.222 -2.864 3.112 0.001
H 2.612 -1.968 2.776 -0.010
H 4.172 -1.506 2.053 -0.004
H 4.757 -5.076 0.727 0.001
H 5.588 -3.800 -0.097 -0.002
H 4.169 -4.606 -0.901 -0.004
H 2.728 -5.607 1.581 0.003
H 1.630 -5.012 0.387 -0.007
H 1.408 -4.532 2.005 -0.014
H 2.043 -1.175 -0.254 0.362
H 1.788 -2.634 -1.282 0.093
C -4.258 4.590 -2.355 0.002
Si -3.736 4.543 -0.596 -0.002
C -2.848 6.078 -0.141 0.003
C -5.353 4.535 0.287 0.000
C -2.830 2.942 -0.436 0.158
C -2.240 1.861 -0.377 -0.096
H -4.772 5.559 -2.710 0.000
H -4.984 3.788 -2.472 0.000
H -3.483 4.376 -3.111 -0.001
H -3.659 6.805 -0.136 0.000
H -2.143 6.408 -0.973 0.000
H -2.342 5.956 0.808 0.001
H -6.123 5.261 -0.086 0.000
H -5.205 4.631 1.346 0.000
H -5.795 3.518 0.195 0.000


81
Properties=species:S:1:pos:R:3:mulliken_charge:R:1 method="wB97M-V/def2-TZVPD" e_homo_ha=-0.0911 total_charge=-1 total_energy_ev=-178826.2450
C -0.338 2.728 -2.443 -1.804
C -0.821 1.662 -1.456 1.684
C -2.113 1.058 -2.003 -1.333
C -1.055 2.319 -0.083 -1.378
Sn -1.667 1.118 1.644 0.890
C -0.208 1.462 3.230 -1.406
C 1.224 1.154 2.721 2.425
C 1.795 -0.069 3.436 -1.668
C 2.133 2.379 2.826 -1.664
C -3.698 1.625 2.249 -1.427
C -4.348 2.909 1.700 1.260
C -3.660 4.174 2.211 -1.403
C -5.839 2.969 2.061 -1.637
C -1.526 -0.951 0.963 -1.163
C -2.827 -1.766 1.055 1.179
C -3.176 -2.108 2.503 -1.586
C -2.749 -3.062 0.240 -1.723
H -3.638 -1.149 0.631 0.027
H -1.113 3.493 -2.537 0.386
H 0.579 3.220 -2.104 0.404
H -0.167 2.302 -3.437 0.432
H -0.034 0.869 -1.349 -0.322
H -2.868 1.848 -2.121 0.332
H -1.941 0.622 -2.997 0.397
H -2.542 0.287 -1.356 0.165
H -0.153 2.852 0.245 0.376
H -1.871 3.060 -0.167 0.430
H -0.336 2.512 3.523 0.391
H -0.514 0.800 4.050 0.469
H 1.169 0.901 1.646 -0.652
H 1.806 0.096 4.523 0.488
H 1.194 -0.967 3.236 0.243
H 2.819 -0.284 3.105 0.286
H 2.251 2.682 3.875 0.394
H 3.125 2.170 2.404 0.239
H 1.717 3.231 2.270 0.361
H -4.296 0.749 1.962 0.351
H -3.650 1.670 3.346 0.420
H -4.266 2.881 0.601 -0.003
H -3.754 4.246 3.305 0.361
H -2.593 4.209 1.957 0.274
H -4.126 5.069 1.774 0.386
H -5.956 3.026 3.152 0.329
H -6.315 3.853 1.618 0.427
H -6.375 2.083 1.705 0.379
H -1.173 -0.899 -0.075 0.294
H -0.737 -1.404 1.579 0.430
H -2.395 -2.748 2.940 0.395
H -3.283 -1.219 3.138 0.262
H -4.127 -2.656 2.550 0.412
H -1.968 -3.719 0.647 0.349
H -3.705 -3.600 0.285 0.436
H -2.525 -2.872 -0.816 0.397
Br 2.001 -7.063 -6.649 -0.263
C 1.956 -5.778 -5.267 0.031
C 0.916 -5.811 -4.323 -0.404
C 0.860 -4.849 -3.320 -0.600
C 1.845 -3.818 -3.220 0.996
C 1.767 -2.855 -2.160 -1.242
C 2.563 -1.713 -2.048 0.032
C 2.691 -0.960 -0.880 -0.259
C 3.781 -0.034 -0.682 0.581
C 4.391 0.178 0.589 -0.303
C 5.461 1.057 0.745 -0.446
C 5.944 1.772 -0.366 0.020
Br 7.395 2.976 -0.169 -0.271
C 5.393 1.556 -1.639 -0.542
C 4.319 0.675 -1.790 -0.607
C 2.893 -3.815 -4.186 -0.549
C 2.947 -4.781 -5.193 -0.500
H 0.162 -6.591 -4.371 0.362
H 0.071 -4.882 -2.569 0.335
H 1.022 -3.041 -1.382 0.210
H 3.138 -1.409 -2.926 0.022
H 2.061 -1.201 -0.021 0.224
H 4.029 -0.397 1.446 0.376
H 5.921 1.201 1.717 0.400
H 5.798 2.072 -2.498 0.402
H 3.872 0.540 -2.773 0.345
H 3.689 -3.070 -4.108 0.287
H 3.753 -4.775 -5.917 0.373


89
Properties=species:S:1:pos:R:3:mulliken_charge:R:1 method="wB97M-V/def2-TZVPD" e_homo_ha=-0.3622 total_charge=+1 total_energy_ev=-172654.5077
C 1.051 -2.869 5.523 -0.858
C 0.390 -1.353 5.493 -0.469
C -0.651 -1.271 4.196 0.169
C -1.994 -2.220 4.389 -0.520
C -3.238 -1.406 3.672 -0.511
C -3.528 -1.921 2.115 -0.155
C -4.861 -1.098 1.612 0.370
C -4.942 -0.929 -0.040 -0.506
C -5.821 0.388 -0.511 -0.701
C -5.386 0.980 -1.994 -0.666
C -4.136 2.053 -1.943 -0.547
C -2.725 1.223 -1.760 0.422
C -1.979 0.493 -3.025 -0.546
C -0.601 -0.363 -2.788 0.148
C 0.145 -0.565 -1.304 -0.443
C -0.608 0.228 -0.044 -0.333
O -0.044 0.186 1.346 0.186
N 0.420 1.443 1.639 0.149
O 0.715 1.526 2.821 -0.326
C -2.014 1.109 -0.251 0.579
C -2.744 1.888 1.035 -0.192
C -2.322 3.470 1.160 0.701
N -3.527 4.387 0.869 -0.573
N -1.198 3.903 0.240 -0.540
N -1.932 3.780 2.607 -0.726
N 1.397 -1.407 -1.160 0.235
C 2.474 -1.033 -2.154 -0.261
C 2.139 -0.889 -3.787 0.189
C 3.238 -0.461 -4.926 -0.767
C 4.768 -0.144 -4.425 0.513
C 5.915 0.323 -5.537 -0.622
C 6.396 1.891 -5.215 -0.445
C 7.500 1.953 -3.987 -0.102
F 8.573 2.964 -4.205 -0.329
C 5.112 -0.303 -2.830 -0.670
C 4.013 -0.758 -1.661 0.394
C 4.594 -0.882 -0.134 -0.317
Br 3.392 -0.173 1.298 -0.095
C 5.107 -2.434 0.102 -0.481
C 3.972 -3.565 -0.249 -0.691
S 0.311 -1.227 -4.229 -0.236
H 2.179 -2.792 5.221 0.272
H 0.926 -3.424 6.547 0.251
H 0.513 -3.478 4.655 0.230
H -0.164 -1.067 6.509 0.308
H 1.294 -0.585 5.391 0.248
H -0.081 -1.707 3.253 -0.001
H -0.941 -0.145 3.959 -0.253
H -2.196 -2.515 5.505 0.295
H -1.849 -3.218 3.750 0.280
H -4.212 -1.665 4.301 0.321
H -3.116 -0.232 3.723 0.181
H -3.731 -3.090 2.209 0.429
H -2.570 -1.739 1.430 -0.083
H -5.799 -1.751 1.911 -0.611
H -4.997 -0.050 2.166 0.429
H -3.879 -0.997 -0.525 0.195
H -5.550 -1.876 -0.434 0.498
H -5.898 1.226 0.324 0.332
H -6.937 -0.010 -0.649 0.384
H -6.369 1.483 -2.436 0.359
H -5.177 0.035 -2.672 0.273
H -4.156 2.671 -2.950 0.444
H -4.366 2.795 -1.066 0.113
H -2.433 0.550 -4.124 0.290
H -3.911 1.790 1.023 -0.149
H -2.366 1.286 1.994 -0.688
H -3.272 5.134 0.186 0.275
H -3.764 4.858 1.769 0.324
H -0.759 4.816 0.559 0.289
H -1.554 4.119 -0.720 0.291
H -1.478 2.962 3.069 0.187
H -1.306 4.614 2.666 0.292
H 1.100 -2.387 -1.442 0.466
H 2.984 -0.370 -6.081 0.171
H 6.816 -0.435 -5.539 0.322
H 5.356 0.331 -6.586 0.278
H 5.393 2.451 -4.909 0.310
H 6.837 2.421 -6.187 0.314
H 6.909 2.195 -2.990 0.152
H 7.955 0.872 -3.880 0.183
H 6.211 -0.068 -2.489 0.180
H 5.583 -0.214 -0.101 0.347
H 6.108 -2.591 -0.529 0.281
H 5.393 -2.563 1.242 0.314
H 4.334 -4.684 -0.073 0.350
H 3.610 -3.508 -1.381 0.170
H 3.041 -3.357 0.460 0.137
Cu -7.083 -3.005 1.985 0.593


84
Properties=species:S:1:pos:R:3:mulliken_spin:R:1 method="wB97M-V/def2-TZVPD" e_homo_ha="-0.4210 / -0.4173" total_charge=+2 s_squared=3.88 spin_multiplicity=4 total_energy_ev=-99404.7586
Mn 0.238 -1.221 -3.844 2.184
C -0.455 -2.921 2.170 0.291
C 0.878 -3.046 1.708 0.149
C 0.835 -1.446 3.372 0.110
C -0.492 -1.921 3.189 0.182
C 1.684 -2.176 2.481 0.132
C -1.658 -3.617 1.662 0.000
H -1.437 -4.126 0.716 0.001
H -2.504 -2.925 1.516 0.007
H -2.003 -4.385 2.371 0.015
C -1.690 -1.441 3.889 0.014
H -2.487 -1.163 3.181 0.004
H -1.461 -0.548 4.489 0.001
H -2.112 -2.201 4.569 0.015
C 1.220 -0.375 4.326 0.019
H 1.115 -0.685 5.378 -0.001
H 0.583 0.511 4.186 -0.002
H 2.265 -0.069 4.178 -0.001
C 3.145 -1.986 2.343 -0.008
H 3.707 -2.648 3.024 0.028
H 3.449 -0.952 2.569 0.004
H 3.470 -2.236 1.322 0.005
C 1.369 -3.931 0.625 0.016
H 1.776 -4.862 1.033 -0.001
H 2.159 -3.449 0.046 -0.001
H 0.585 -4.185 -0.084 0.000
C -1.296 -0.127 -4.497 -0.021
C -1.497 -1.556 -4.544 -0.036
C -0.825 -2.485 -5.534 0.020
C 0.611 -2.078 -6.006 0.028
C 1.599 -1.318 -5.115 0.023
C 1.568 0.077 -4.615 -0.151
C 0.773 1.196 -5.228 0.020
C -0.678 0.779 -5.548 -0.056
H -1.449 -2.504 -6.448 -0.007
H 0.477 -1.556 -6.967 -0.003
H -0.847 -3.515 -5.137 -0.002
H -0.700 0.350 -6.564 -0.005
H -1.890 0.433 -3.770 -0.015
H -2.173 -2.021 -3.804 -0.007
H -1.258 1.721 -5.532 0.002
H 0.761 2.050 -4.530 0.006
H 2.388 0.399 -3.958 -0.012
H 1.240 1.555 -6.169 -0.004
H 1.096 -3.053 -6.217 0.000
H 2.397 -1.965 -4.696 0.005
P -1.747 0.992 -0.197 -0.024
P 1.969 0.923 0.022 0.034
C -0.616 2.053 -1.172 0.023
C 0.908 2.152 -0.901 0.005
H -1.034 3.078 -1.079 0.000
H -0.790 1.763 -2.221 -0.006
H 1.435 2.256 -1.867 -0.003
H 1.084 3.069 -0.330 -0.001
C 2.649 1.873 1.424 -0.002
H 2.920 1.182 2.240 0.000
H 1.906 2.591 1.795 0.000
H 3.549 2.413 1.084 0.000
C 3.438 0.910 -1.097 0.001
H 3.633 1.933 -1.433 0.000
H 3.262 0.285 -1.972 0.003
H 4.312 0.533 -0.554 -0.001
C -3.478 1.047 -0.632 0.001
H -3.883 0.024 -0.550 -0.001
H -3.605 1.381 -1.673 -0.001
H -4.081 1.701 0.014 0.000
C -0.953 -0.598 -0.269 0.017
H 0.095 -0.480 0.041 -0.023
H -0.963 -1.040 -1.308 0.018
H -1.389 -1.353 0.412 0.014
Cl -0.445 5.294 6.489 0.000
C -0.955 4.266 5.211 0.000
C -2.328 4.064 5.003 0.000
C -2.754 3.173 4.018 -0.001
C -1.787 2.473 3.315 0.001
C -0.412 2.723 3.433 0.003
C 0.007 3.627 4.412 0.001
C -2.271 1.505 2.342 0.002
O -3.293 0.836 2.367 0.000
O -1.366 1.435 1.308 -0.004
H -3.059 4.564 5.623 0.000
H -3.791 2.968 3.783 0.000
H 0.292 2.198 2.802 -0.004
H 1.061 3.810 4.579 0.000